# 1
Molecular formula: C26H38BN2O6
Method: DFT, the ωB97M-V functional and the def2-TZVPD basis

The geometry in XYZ format:
```
73
Properties=species:S:1:pos:R:3:lowdin_spin:R:1
O 6.0113 -2.9013 -0.2471 0.00
O -0.0592 -2.8435 0.9676 0.00
O 8.3137 -1.2853 4.2384 0.00
O -7.2226 6.6756 2.3282 0.00
O -4.3236 2.3043 1.6172 0.00
O -1.2280 2.6810 -2.0096 0.50
N -0.7351 1.5380 -1.7309 0.39
N -1.6788 -3.2203 -0.8790 0.00
C -6.5586 5.6762 2.1643 0.00
C -2.7876 0.1357 -1.7895 0.02
C 0.1174 -0.0318 0.0876 0.00
C -0.2884 1.4137 -0.3113 0.03
C -4.9887 3.3043 1.7807 0.00
C -5.5365 5.2587 3.1589 0.00
C 6.5380 -2.5304 0.7792 0.00
C -1.4021 0.3968 -2.4041 0.03
C 2.5957 -0.6144 -1.6109 0.00
C -2.8951 -3.1344 -0.0514 0.00
C -1.5537 0.7712 -3.8794 0.00
C 7.7867 -1.6550 3.2123 0.00
C -1.2358 -4.6122 -1.0238 0.00
C -6.7346 4.8211 0.9622 0.00
C -1.4018 1.8903 0.6295 0.02
C 7.9938 -2.2418 0.8375 0.00
C -6.0072 3.7222 0.7846 0.00
C -4.8094 4.1597 2.9810 0.00
C 0.9001 2.3636 -0.1526 0.01
C 6.3305 -1.9432 3.1536 0.00
C 8.5722 -1.8368 1.9643 0.00
C 5.7524 -2.3479 2.0265 0.00
C 0.1120 -1.1928 -0.9593 0.00
C 1.5651 -1.6976 -1.2327 0.00
C -0.4985 -0.8288 -2.3234 0.00
C 3.5901 -0.2696 -0.4981 0.00
B -0.5841 -2.4390 -0.2634 0.00
H 1.9329 -2.2797 -0.3836 0.00
H 4.5380 0.0959 -0.8950 0.00
H -5.4262 5.9002 4.0239 0.00
H -0.5270 -0.3013 0.9294 0.00
H 9.6306 -1.6204 2.0341 0.00
H -2.8080 -2.3828 0.7434 0.00
H -2.7498 -0.6305 -1.0134 0.00
H -3.7540 -2.8363 -0.6587 0.00
H -7.4825 5.1492 0.2517 0.00
H 3.8231 -1.1806 0.0582 0.00
H 0.3089 -0.6755 -3.0476 0.00
H -4.0582 3.8335 3.6890 0.00
H 3.1948 0.4538 0.2157 0.00
H -0.2491 -4.6420 -1.4927 0.00
H 8.5428 -2.3817 -0.0851 0.00
H -2.2780 1.2482 0.5918 0.00
H -1.0850 -1.6765 -2.6881 0.00
H 1.7635 2.0247 -0.7244 0.00
H -2.4418 1.3751 -4.0554 0.00
H -0.6777 1.3239 -4.2182 0.00
H -1.6771 2.9230 0.4224 0.00
H -3.4564 -0.2356 -2.5687 0.00
H -1.6176 -0.1459 -4.4693 0.00
H 2.0707 0.2786 -1.9623 0.00
H -1.1654 -5.1357 -0.0616 0.00
H 0.6215 3.3516 -0.5191 0.00
H -6.1134 3.0833 -0.0829 0.00
H 4.6934 -2.5634 1.9599 0.00
H -3.2141 1.0480 -1.3756 0.00
H 1.1653 2.4548 0.9023 0.00
H -0.6544 -2.7574 1.7266 0.00
H 1.1205 0.0155 0.5099 0.00
H 5.7810 -1.8027 4.0757 0.00
H -1.0119 1.8402 1.6499 0.00
H -3.1275 -4.0959 0.4157 0.00
H -1.9258 -5.1542 -1.6743 0.00
H 1.4904 -2.3981 -2.0725 0.00
H 3.1740 -0.9897 -2.4579 0.00
```

Max |F|   0.912 eV/A
Lowest unoccupied orbital energy (alpha / beta)   -1.527 / -1.527 eV
Multiplicity   2
HOMO-LUMO gap (alpha / beta)   0.2338 / 0.2664 Ha
⟨S²⟩   0.754

=====

# 2
Molecular formula: C5H7NO
Method: DFT, the ωB97M-V functional and the def2-TZVPD basis

The geometry in XYZ format:
```
14
Properties=species:S:1:pos:R:3:nbo_charge:R:1
O -2.2449 0.5184 -0.7671 -0.53
N -0.4308 -0.8047 -1.2215 -0.48
C 1.0750 -0.8915 0.8138 -0.40
C -1.1329 0.4526 -1.2145 0.70
C 0.4283 -1.2195 2.1373 -0.61
C -0.3656 1.6105 -1.8000 -0.73
C 0.3523 -0.8884 -0.2745 0.42
H 0.6066 -0.4063 2.8487 0.22
H -0.6625 2.5247 -1.2828 0.24
H 0.7124 1.4553 -1.7155 0.23
H 0.8169 -2.1470 2.5682 0.22
H -0.6175 1.7087 -2.8601 0.25
H 2.1167 -0.5897 0.7560 0.24
H -0.6541 -1.3231 2.0119 0.23
```

Max |F|   0.648 eV/A
SMILES   CC=C=NC(C)=O
Lowest unoccupied orbital energy   0.877 eV
Multiplicity   1
HOMO-LUMO gap   0.3648 Ha

=====

# 3
Molecular formula: C4H8NO2S
Method: DFT, the ωB97M-V functional and the def2-TZVPD basis

The geometry in XYZ format:
```
16
Properties=species:S:1:pos:R:3:nbo_charge:R:1
S 2.4367 1.7988 -0.7356 -0.10
O -2.8153 -0.9701 0.5492 -0.80
O -2.8962 0.8872 -0.6153 -0.77
N -0.4101 -1.7298 0.0323 -0.86
C -0.7235 -0.3201 -0.3732 -0.16
C 0.1277 0.7392 0.4834 -0.42
C -2.3263 -0.0742 -0.1249 0.75
C 1.5940 0.3725 0.1511 -0.49
H 3.7287 1.4481 -0.5520 0.10
H -0.9434 -2.3845 -0.6429 0.35
H 2.0333 0.1058 1.1200 0.20
H -0.2805 1.8621 0.2726 0.22
H -0.8404 -1.9028 0.8588 0.37
H 1.6910 -0.5502 -0.5334 0.24
H 0.0325 0.7803 1.4797 0.19
H -0.4081 -0.0622 -1.3699 0.18
```

Max |F|   5.426 eV/A
SMILES   N[C@H](CCS)C(=O)[O-]
Lowest unoccupied orbital energy   3.003 eV
Net charge   -1
Multiplicity   1
HOMO-LUMO gap   0.2525 Ha

=====

Among the records above, which one has the highest max |F|?
C4H8NO2S

=====

Look up the max |F| of the second one.
0.648 eV/A

=====

Which of these has the highest max |F|?
C4H8NO2S

=====

Which of these has the highest max |F|?
C4H8NO2S